51
Properties=species:S:1:pos:R:3 method="wB97M-V/def2-TZVPD" relative_energy_kj_mol=14.35 total_energy_ha=-1000.17006 charge=+1 homo_energy_ev=-11.068 gap_ev=8.774 smiles=CCc1ccc(OC[C@H](O)CN2CC[NH+](CCO)CC2)cc1
O -1.43 -1.87 -2.08
O 2.87 3.73 0.03
O 0.95 -3.48 -0.65
N 1.62 1.45 0.12
N 1.23 -0.86 -1.50
C -3.02 0.34 2.89
C 0.98 0.45 -2.05
C -1.94 1.32 3.38
C -1.74 -2.17 0.34
C -2.74 0.41 0.39
C 1.31 2.41 1.20
C 1.90 0.08 0.61
C -2.13 -1.59 1.53
C 0.57 1.39 -0.93
C -0.87 -3.15 -2.28
C 0.66 -3.21 -2.00
C -2.63 -0.29 1.59
C -1.82 -1.45 -0.85
C -2.35 -0.15 -0.80
C 2.32 -0.80 -0.56
C 1.64 3.83 0.71
C 1.36 -1.93 -2.49
H 0.98 -0.30 1.06
H 0.40 2.39 -1.32
H 0.26 2.32 1.50
H 2.54 -1.81 -0.19
H -0.99 0.80 3.50
H 2.42 -2.15 -2.68
H 1.05 -4.07 -2.56
H -3.95 0.89 2.77
H -3.17 -0.43 3.65
H -2.23 1.75 4.33
H -1.03 -3.36 -3.34
H 3.25 4.61 -0.11
H -0.35 1.01 -0.47
H 1.70 4.50 1.58
H -1.38 -3.92 -1.69
H -2.46 0.38 -1.74
H 0.16 0.39 -2.77
H 0.90 -1.62 -3.43
H 2.69 0.12 1.36
H -2.06 -2.17 2.44
H 1.87 0.86 -2.57
H 1.95 2.18 2.05
H 3.24 -0.40 -1.01
H 2.48 1.83 -0.32
H -1.81 2.13 2.66
H -3.17 1.40 0.40
H 0.51 -2.81 -0.11
H 0.86 4.21 0.04
H -1.41 -3.20 0.35